The following is a DFT calculation (the ωB97M-V functional and the def2-TZVPD basis) of a 2-piece molecular cluster, C4H14N overall in a non-equilibrium geometry.

```
19
Properties=species:S:1:pos:R:3:forces:R:3
C -1.15953 -1.91855 1.35817 1.0 -0.4 -0.1
C -1.82416 -0.55261 1.20826 -1.0 -1.0 -2.4
N 0.15335 -2.01688 0.50957 1.0 1.1 1.2
H -0.83828 -2.17550 2.40426 -0.6 0.1 -1.1
H -1.68813 -2.72190 0.82866 -0.5 0.2 1.0
H -1.95218 0.05733 2.08765 0.1 -0.1 0.2
H -2.79507 -0.76113 0.66581 0.7 0.5 1.1
H 0.68139 -1.14372 0.41599 -0.6 0.5 -0.1
H 0.84445 -2.55510 1.02763 -0.1 -0.8 -0.3
H 0.02928 -2.36401 -0.43269 -0.2 -0.4 -0.2
H -1.28633 -0.02590 0.41048 0.1 0.4 0.4
C 1.31352 2.45880 -0.68493 -1.0 -0.2 0.3
C 1.17341 1.54129 -1.90431 -0.1 0.4 -0.2
H 0.71101 2.27887 0.23166 -0.3 -0.4 -0.8
H 2.29748 2.32357 -0.27631 0.8 1.0 -0.2
H 0.97535 3.45385 -1.05291 1.0 -0.4 0.7
H 0.14879 1.52858 -2.23474 -0.6 -0.4 0.0
H 1.65088 2.08469 -2.73709 0.3 -0.7 0.3
H 1.56478 0.50831 -1.82516 -0.1 0.6 0.0
```
Positions in Å, forces in eV/Å.

Calculated values
gap between HOMO and LUMO = 10.51 eV
energy above the lowest of the compared OMol25 structures with the same formula, charge and spin = 28.48 kcal/mol
charge = +1
HOMO level = -0.5283 Ha
electronic energy = -215.26352 Ha